{
  "formula": "C5H11NO",
  "method": "ωB97M-V with the def2-TZVPD basis set",
  "symbols": ["N", "C", "C", "C", "C", "C", "O", "H", "H", "H", "H", "H", "H", "H", "H", "H", "H", "H"],
  "positions_angstrom": [[1.454, -1.063, -2.326], [1.226, -0.878, -0.910], [-0.204, -0.616, -0.462], [-0.540, 0.856, -0.123], [-0.360, 1.223, 1.334], [-1.225, 0.427, 2.282], [-0.974, 0.321, 3.453], [0.982, -1.815, -2.808], [1.180, -0.224, -2.823], [1.917, -0.110, -0.546], [1.639, -1.721, -0.351], [-0.472, -1.158, 0.460], [-0.965, -0.994, -1.149], [-1.602, 0.969, -0.356], [-0.083, 1.572, -0.811], [0.659, 1.013, 1.657], [-0.502, 2.274, 1.594], [-2.130, -0.076, 1.886]],
  "forces_ev_per_angstrom": [[0.33, 0.76, -0.61], [0.39, -0.83, 0.64], [-0.75, 0.55, 1.10], [-1.13, 0.09, -0.78], [0.69, -0.38, 0.28], [-0.04, -0.03, 0.19], [0.00, 0.00, 0.11], [-0.20, -0.29, 0.60], [0.15, 0.06, -0.06], [-0.34, 0.45, -0.30], [-0.25, -0.45, -0.33], [0.50, -0.18, -0.15], [0.44, 0.04, -0.44], [-0.19, 0.12, 0.08], [0.39, -0.11, 0.18], [0.23, -0.01, 0.06], [-0.22, 0.12, -0.33], [-0.01, 0.11, -0.24]],
  "max_force_ev_per_a": 1.440,
  "smiles": "NCCCCC=O",
  "e_above_lowest_kcal_mol": 34.98,
  "lumo_energy_ha": 0.03662,
  "homo_ev": -9.408
}

---

{
  "formula": "C17H38B3N4O9P",
  "method": "ωB97M-V with the def2-TZVPD basis set",
  "symbols": ["N", "P", "O", "O", "B", "O", "B", "O", "B", "C", "C", "C", "C", "C", "N", "O", "H", "H", "H", "H", "H", "H", "H", "H", "C", "O", "C", "C", "N", "C", "C", "O", "C", "H", "H", "H", "H", "H", "H", "H", "H", "H", "H", "H", "H", "H", "H", "H", "C", "O", "C", "C", "N", "C", "C", "O", "C", "H", "H", "H", "H", "H", "H", "H", "H", "H", "H", "H", "H", "H", "H", "H"],
  "positions_angstrom": [[3.933, -5.845, 5.083], [5.365, -5.597, 4.514], [6.459, -5.804, 5.657], [5.815, -6.513, 3.271], [5.436, -3.759, 3.903], [6.373, -2.838, 4.305], [5.948, -1.516, 4.347], [4.671, -1.170, 3.969], [3.806, -2.209, 3.636], [2.269, -2.106, 3.950], [1.823, -2.260, 5.252], [0.468, -2.142, 5.525], [-0.372, -1.868, 4.460], [0.166, -1.752, 3.191], [1.462, -1.868, 2.897], [4.395, -3.353, 3.104], [3.377, -6.545, 4.608], [5.964, -6.094, 6.441], [5.141, -7.188, 3.112], [6.685, -0.669, 4.729], [2.528, -2.478, 6.045], [0.093, -2.248, 6.534], [-1.437, -1.742, 4.603], [-0.500, -1.553, 2.356], [0.614, -1.760, -0.527], [0.996, -0.482, -0.065], [2.395, -0.321, 0.128], [2.986, 0.625, -0.896], [2.993, 0.037, -2.230], [3.333, 0.962, -3.306], [2.420, 2.161, -3.544], [1.134, 1.828, -4.031], [0.186, 1.469, -3.043], [-0.472, -1.819, -0.462], [0.907, -1.931, -1.569], [1.045, -2.548, 0.099], [2.905, -1.289, 0.109], [2.535, 0.108, 1.123], [4.016, 0.858, -0.610], [2.407, 1.558, -0.852], [2.081, -0.359, -2.419], [3.363, 0.383, -4.233], [4.349, 1.332, -3.132], [2.883, 2.770, -4.324], [2.336, 2.800, -2.657], [0.342, 2.012, -2.107], [0.202, 0.392, -2.847], [-0.804, 1.716, -3.428], [-5.267, 5.702, -2.987], [-5.653, 4.622, -3.812], [-4.572, 3.887, -4.371], [-4.468, 2.505, -3.762], [-4.028, 2.566, -2.375], [-4.105, 1.301, -1.651], [-5.472, 0.649, -1.467], [-6.347, 1.358, -0.612], [-7.086, 2.399, -1.221], [-6.162, 6.287, -2.778], [-4.842, 5.366, -2.035], [-4.540, 6.347, -3.490], [-3.630, 4.432, -4.258], [-4.772, 3.780, -5.441], [-3.743, 1.921, -4.337], [-5.449, 2.022, -3.873], [-4.581, 3.256, -1.884], [-3.687, 1.475, -0.657], [-3.445, 0.582, -2.149], [-5.305, -0.316, -0.983], [-5.964, 0.436, -2.424], [-7.332, 2.167, -2.260], [-6.554, 3.354, -1.182], [-8.014, 2.514, -0.660]],
  "forces_ev_per_angstrom": [[0.57, -0.20, -0.21], [-1.09, -0.09, 0.09], [0.14, 0.16, 0.01], [0.06, 0.05, 0.06], [0.85, -0.11, -0.78], [-0.58, 0.11, 0.50], [0.38, 0.41, -0.25], [-0.14, -0.64, 0.50], [0.11, 0.44, -0.62], [0.49, 0.00, -0.68], [-0.18, 0.00, 0.29], [0.17, 0.06, -0.19], [-0.15, -0.04, 0.33], [-0.06, 0.09, -0.59], [-0.29, -0.11, 0.71], [-0.52, -0.18, 0.88], [-0.25, 0.17, 0.16], [0.17, -0.06, -0.04], [0.18, -0.04, -0.09], [0.06, -0.06, -0.05], [0.00, 0.02, -0.01], [-0.04, -0.02, -0.01], [0.01, -0.03, -0.02], [0.11, 0.03, -0.04], [-0.03, 0.01, 0.09], [-0.01, -0.09, -0.13], [0.08, 0.18, 0.18], [-0.11, -0.07, -0.15], [-0.09, 0.10, 0.03], [0.01, -0.16, 0.00], [0.12, 0.12, -0.10], [-0.02, 0.01, 0.09], [-0.11, -0.08, -0.21], [0.00, 0.03, -0.02], [0.04, -0.05, 0.01], [0.01, -0.01, -0.01], [-0.03, -0.02, -0.07], [0.00, -0.03, 0.01], [0.01, 0.02, -0.01], [0.05, 0.04, 0.09], [0.01, -0.02, 0.02], [0.03, 0.03, -0.01], [-0.01, 0.03, 0.02], [-0.02, 0.00, 0.00], [-0.04, -0.07, 0.05], [0.03, -0.03, 0.03], [0.01, 0.03, 0.15], [0.02, 0.07, 0.00], [-0.07, -0.01, -0.05], [0.06, 0.05, 0.11], [-0.01, -0.09, -0.18], [-0.02, 0.03, 0.17], [-0.15, -0.02, -0.04], [0.14, 0.15, 0.03], [0.05, -0.19, 0.03], [-0.01, 0.06, -0.05], [-0.04, -0.01, 0.14], [-0.02, -0.03, -0.01], [0.06, 0.03, -0.01], [0.02, 0.00, 0.02], [0.00, -0.01, 0.07], [0.00, 0.03, 0.00], [0.00, -0.02, 0.00], [0.01, -0.02, -0.10], [0.02, 0.01, 0.00], [0.01, -0.05, 0.01], [-0.03, -0.03, -0.02], [-0.01, 0.01, 0.01], [0.00, 0.10, -0.03], [0.03, 0.02, -0.03], [0.00, 0.01, -0.10], [0.01, -0.03, 0.00]],
  "max_force_ev_per_a": 1.157,
  "lumo_energy_ha": 0.01500,
  "homo_ev": -8.502
}

---

{
  "formula": "C46H116Br2N7O8",
  "method": "ωB97M-V with the def2-TZVPD basis set",
  "symbols": ["C", "C", "C", "C", "N", "C", "C", "C", "C", "C", "H", "H", "H", "H", "H", "H", "H", "H", "H", "H", "H", "H", "H", "H", "H", "H", "H", "H", "H", "H", "C", "C", "C", "C", "N", "C", "C", "C", "C", "C", "H", "H", "H", "H", "H", "H", "H", "H", "H", "H", "H", "H", "H", "H", "H", "H", "H", "H", "H", "H", "C", "O", "C", "C", "N", "H", "H", "C", "C", "O", "C", "H", "H", "H", "H", "H", "H", "H", "H", "H", "H", "H", "H", "H", "H", "C", "O", "C", "C", "N", "H", "H", "C", "C", "O", "C", "H", "H", "H", "H", "H", "H", "H", "H", "H", "H", "H", "H", "H", "H", "C", "O", "C", "C", "N", "H", "H", "C", "C", "O", "C", "H", "H", "H", "H", "H", "H", "H", "H", "H", "H", "H", "H", "H", "H", "C", "N", "C", "C", "C", "C", "O", "H", "H", "H", "H", "H", "H", "H", "H", "H", "H", "H", "H", "H", "H", "C", "N", "C", "C", "C", "C", "O", "H", "H", "H", "H", "H", "H", "H", "H", "H", "H", "H", "H", "H", "H", "Br", "Br"],
  "positions_angstrom": [[5.449, 5.493, 1.445], [4.373, 6.616, 1.587], [2.973, 6.110, 1.233], [1.881, 7.194, 1.145], [0.561, 6.516, 0.582], [0.701, 5.751, -0.750], [-0.383, 6.208, -1.766], [-1.319, 7.198, -0.997], [-0.428, 7.689, 0.217], [-0.092, 5.547, 1.609], [6.434, 5.770, 1.820], [5.470, 5.050, 0.450], [5.274, 4.699, 2.171], [4.562, 7.545, 1.050], [4.309, 7.008, 2.603], [2.682, 5.313, 1.917], [3.050, 5.560, 0.295], [2.009, 7.924, 0.346], [1.500, 7.571, 2.094], [0.642, 4.687, -0.517], [1.676, 5.870, -1.223], [-0.866, 5.313, -2.158], [0.237, 6.596, -2.574], [-2.169, 6.627, -0.621], [-1.824, 7.950, -1.603], [-0.919, 7.880, 1.171], [0.130, 8.598, -0.006], [-0.199, 6.100, 2.542], [0.606, 4.843, 2.062], [-0.936, 5.011, 1.174], [4.686, -0.472, -4.364], [3.587, -1.335, -5.093], [2.410, -0.594, -5.775], [1.602, 0.210, -4.717], [0.548, 1.124, -5.376], [-0.392, 1.696, -4.284], [-1.709, 1.999, -5.006], [-1.725, 0.922, -6.115], [-0.400, 0.237, -6.155], [1.268, 2.243, -6.232], [4.330, 0.278, -3.658], [5.400, -0.022, -5.054], [5.239, -1.125, -3.689], [3.157, -2.074, -4.417], [4.177, -1.895, -5.819], [1.755, -1.261, -6.335], [2.860, 0.010, -6.562], [2.231, 0.885, -4.136], [1.085, -0.385, -3.964], [0.163, 2.496, -3.793], [-0.591, 0.860, -3.614], [-1.615, 2.990, -5.449], [-2.624, 2.019, -4.413], [-2.088, 1.252, -7.088], [-2.510, 0.275, -5.724], [0.035, 0.314, -7.152], [-0.434, -0.806, -5.840], [0.408, 2.861, -6.491], [1.738, 1.748, -7.082], [1.998, 2.717, -5.576], [5.812, 1.730, 0.382], [4.775, 1.882, 1.323], [4.041, 0.646, 1.670], [3.420, 0.019, 0.466], [2.699, 1.089, -0.442], [3.345, 1.853, -0.580], [2.547, 0.802, -1.399], [1.336, 1.508, -0.072], [0.348, 0.311, -0.193], [0.729, -0.461, -1.310], [-0.153, -1.498, -1.534], [5.378, 1.823, -0.614], [6.247, 0.737, 0.500], [6.722, 2.320, 0.493], [3.337, 0.853, 2.476], [4.715, -0.061, 2.154], [2.729, -0.780, 0.735], [4.181, -0.418, -0.180], [0.949, 2.181, -0.837], [1.266, 2.031, 0.882], [-0.718, 0.520, -0.283], [0.577, -0.217, 0.732], [-1.140, -1.101, -1.770], [-0.386, -2.177, -0.714], [0.324, -2.158, -2.259], [3.883, -4.616, -2.143], [2.551, -5.106, -2.137], [1.800, -4.651, -1.091], [1.814, -5.590, 0.181], [1.374, -7.002, -0.222], [0.394, -6.798, -0.357], [1.739, -7.359, -1.093], [1.511, -8.045, 0.961], [1.130, -9.474, 0.589], [-0.006, -9.580, -0.340], [-0.063, -10.863, -0.880], [4.482, -5.056, -2.941], [4.447, -4.842, -1.239], [3.782, -3.534, -2.223], [0.748, -4.535, -1.351], [2.018, -3.592, -0.950], [1.185, -5.222, 0.992], [2.850, -5.667, 0.512], [0.787, -7.539, 1.599], [2.543, -7.971, 1.306], [0.968, -10.053, 1.497], [2.038, -9.957, 0.229], [-0.430, -11.559, -0.126], [0.888, -11.263, -1.233], [-0.888, -10.895, -1.592], [-3.407, -2.403, 2.216], [-3.282, -1.152, 2.871], [-2.963, -0.122, 2.004], [-3.533, 1.095, 2.712], [-3.087, 1.164, 4.161], [-3.433, 0.337, 4.626], [-2.083, 1.237, 4.242], [-3.564, 2.432, 4.951], [-2.991, 2.459, 6.357], [-3.036, 1.145, 6.950], [-2.470, 1.037, 8.255], [-3.714, -3.284, 2.779], [-2.447, -2.608, 1.742], [-4.139, -2.353, 1.409], [-3.229, -0.254, 0.955], [-1.905, 0.138, 1.965], [-4.617, 1.191, 2.649], [-3.132, 2.033, 2.329], [-4.653, 2.435, 4.920], [-3.076, 3.210, 4.363], [-3.529, 3.186, 6.966], [-1.957, 2.803, 6.350], [-2.628, 0.037, 8.658], [-3.030, 1.762, 8.847], [-1.408, 1.281, 8.278], [-6.298, 2.401, -2.938], [-6.755, 1.257, -1.979], [-6.576, 1.653, -0.507], [-8.286, 1.101, -2.179], [-6.186, -0.140, -2.395], [-4.617, -0.171, -2.442], [-4.163, -1.436, -2.016], [-5.211, 2.319, -2.918], [-6.598, 3.358, -2.509], [-6.656, 2.184, -3.944], [-5.507, 1.537, -0.327], [-7.123, 0.926, 0.093], [-6.816, 2.694, -0.295], [-8.720, 2.097, -2.094], [-8.705, 0.404, -1.454], [-8.373, 0.654, -3.170], [-6.504, -0.250, -3.432], [-6.591, -0.863, -1.686], [-4.215, 0.565, -1.746], [-4.084, 0.136, -3.342], [-3.431, -1.720, -2.568], [1.758, -2.166, 4.729], [0.550, -2.915, 4.171], [-0.756, -2.129, 4.380], [0.562, -3.219, 2.631], [0.394, -4.297, 4.913], [1.643, -5.267, 4.837], [1.559, -6.061, 3.661], [1.578, -1.094, 4.642], [2.699, -2.355, 4.211], [1.854, -2.542, 5.747], [-0.829, -1.329, 3.644], [-0.601, -1.755, 5.392], [-1.615, -2.795, 4.300], [-0.360, -3.728, 2.349], [1.408, -3.889, 2.475], [0.767, -2.374, 1.974], [-0.517, -4.795, 4.580], [0.321, -4.001, 5.959], [1.667, -5.903, 5.722], [2.559, -4.708, 5.029], [1.783, -6.941, 3.974], [4.448, -3.034, 1.523], [3.261, 3.717, -2.452]],
  "forces_ev_per_angstrom": [[-0.48, 0.44, 0.92], [0.00, 0.01, 0.54], [0.05, -0.01, -0.29], [-1.16, -2.28, -1.04], [-1.05, -0.30, -0.77], [0.16, -0.27, 0.08], [0.80, 0.11, 0.85], [0.81, -0.94, 0.78], [-0.52, -0.85, 0.06], [1.45, 1.26, 0.26], [0.10, 0.67, -0.73], [0.16, 0.22, -0.01], [-0.76, -0.30, -0.12], [0.40, -0.30, -0.62], [0.32, -0.33, 0.37], [-0.06, 0.17, 0.50], [-0.07, 0.31, -0.42], [0.72, 0.29, 0.61], [0.63, 0.50, -0.04], [0.03, 0.08, 0.05], [0.11, 0.23, 0.52], [-0.37, 0.23, 0.03], [-0.71, 0.59, -0.18], [0.06, -0.19, 0.32], [0.73, 0.40, 0.09], [-0.52, 0.12, -0.33], [0.28, -0.35, -0.24], [-1.29, 0.56, -0.31], [0.59, -0.41, -1.22], [-0.11, 0.56, 0.21], [-0.76, -0.61, 0.29], [0.54, 0.42, 0.37], [0.52, 0.24, 0.62], [0.42, 0.91, -0.93], [0.27, -1.04, 1.59], [0.41, -0.34, -0.56], [1.47, 1.20, -1.17], [-2.20, 0.00, 0.82], [1.05, 1.16, -1.62], [-1.63, -1.42, 1.12], [-0.37, 0.40, -0.32], [-0.21, 0.05, 0.00], [0.24, -0.30, -0.33], [0.11, -0.08, 0.25], [-0.46, -0.14, -0.26], [0.04, -0.38, 0.33], [-0.14, 0.59, 0.25], [0.28, 0.10, -0.18], [-0.13, -0.40, -0.38], [-0.27, 0.09, 0.14], [0.44, -0.02, 0.26], [-0.20, 0.13, -0.01], [0.32, -0.20, 0.27], [0.21, 0.25, 0.15], [0.11, -0.72, -0.56], [-0.34, -0.72, -0.19], [0.42, 0.29, 0.36], [0.60, 0.41, -0.41], [-0.20, 0.24, 0.09], [-0.16, 0.13, -0.04], [0.39, -1.75, -0.43], [-1.56, -0.33, 1.39], [1.60, 1.52, 0.04], [-0.54, 0.14, -1.30], [-0.29, -1.28, 1.12], [0.23, 1.42, 0.15], [0.55, -0.83, -0.48], [-1.74, 0.51, -0.97], [1.99, -0.21, 0.84], [0.50, 0.71, 0.77], [-0.41, -1.17, -0.38], [0.49, 0.20, -0.36], [-0.12, -0.45, -0.27], [-0.73, 0.93, 0.41], [-0.24, 0.70, -0.24], [0.20, -0.34, -0.45], [0.03, 0.08, -0.17], [-0.10, -0.01, 0.03], [0.83, 0.59, -0.09], [0.26, -0.33, 0.07], [-0.03, 0.68, 0.27], [-0.68, -0.88, 0.16], [-0.22, 0.01, -0.80], [0.53, 0.16, 0.87], [-0.51, 0.25, -0.52], [0.59, 0.41, 0.34], [-0.16, -1.51, -0.66], [-1.16, 0.09, 1.05], [2.10, 0.34, -1.47], [-0.37, 0.46, 1.48], [-0.59, -1.08, -0.46], [0.52, 0.22, -0.50], [-1.37, 1.41, -1.28], [-0.43, -0.25, -0.84], [2.36, 1.92, 1.58], [-1.22, -1.65, 0.30], [-0.61, 0.10, -0.32], [-0.29, 0.04, 0.36], [0.57, 0.17, -0.18], [-0.45, -0.69, -0.77], [0.69, 0.04, 1.24], [-0.01, -0.39, -0.19], [-0.08, 0.13, 0.35], [0.33, -0.59, 0.80], [-0.21, 0.00, 0.15], [-0.51, 0.23, 0.34], [-0.06, -0.06, -0.87], [0.23, -0.21, 0.38], [-0.01, 0.34, -0.42], [0.53, 0.27, -0.50], [0.29, -0.51, -1.43], [-0.47, -1.13, 0.41], [0.37, 1.44, 1.07], [-0.02, 1.73, -0.09], [-1.27, 0.72, 0.18], [0.21, -0.51, 0.61], [0.45, -0.63, -0.08], [0.38, -0.92, -0.71], [0.54, -1.28, 1.13], [-0.18, 0.14, -1.85], [-0.52, 0.89, 0.37], [0.14, 0.65, 0.90], [0.17, -0.34, -0.09], [-0.14, 0.27, -0.10], [-0.73, -0.02, 0.07], [0.80, -0.77, 0.04], [0.01, -0.32, 0.44], [-0.02, -0.05, -0.55], [0.15, 0.11, -0.10], [-0.66, 0.46, 0.15], [-0.30, 0.09, -0.06], [0.29, 0.05, -0.17], [-0.13, 0.09, -0.34], [0.29, -0.13, 0.58], [0.08, 0.04, -0.15], [0.65, -1.61, 1.20], [-1.80, 0.40, -0.21], [1.32, -0.99, -1.06], [0.98, 0.00, -0.36], [1.55, 1.87, -0.43], [0.11, 0.36, 1.18], [-0.15, -0.23, 0.14], [0.02, 0.34, -0.17], [-0.26, -0.19, -0.31], [-0.21, 0.21, 0.21], [0.03, 0.01, 0.28], [-0.07, 0.31, 0.01], [-0.50, -0.23, -0.37], [-0.15, -0.23, -0.11], [0.19, 0.16, 0.09], [-0.48, 0.39, 0.02], [-0.54, -0.41, 0.33], [0.12, -0.09, -0.30], [-0.19, 0.32, 0.54], [-0.89, -0.21, -0.71], [-0.10, -0.16, -0.13], [-0.37, -0.31, -0.35], [-1.24, -1.10, -2.24], [1.62, -0.49, 0.90], [1.37, -0.56, 1.08], [1.64, 0.16, 0.39], [-1.31, 0.90, 0.24], [0.35, 0.44, 0.49], [-0.17, -0.11, 0.31], [-0.22, -0.51, -0.46], [0.03, 0.62, 0.08], [0.22, -0.09, 0.12], [-0.78, 0.28, 0.00], [0.23, 0.04, 0.09], [-0.08, 0.14, 0.35], [0.04, 0.02, 0.03], [-0.16, 0.43, 0.60], [0.11, 0.19, -0.14], [-0.36, -0.02, 0.02], [-0.75, -0.09, 0.12], [0.34, 0.22, -1.00], [0.10, -0.33, -0.38], [-0.87, 0.05, 0.09], [-0.61, -0.60, 0.26]],
  "max_force_ev_per_a": 3.424,
  "lumo_energy_ha": -0.39564,
  "homo_ev": -16.216,
  "charge": 5
}

---

> What is the formula in the third record?

C46H116Br2N7O8